DFT (the ωB97M-V functional and the def2-TZVPD basis) results for C10H30Fe2N2O16 as an isolated structure.

Cartesian coordinates (Å):
Fe -2.285 0.139 1.449
Fe 1.604 2.522 -2.467
N -2.339 3.211 0.973
O -1.820 3.492 -0.039
O -2.042 3.811 1.971
O -2.918 2.118 1.090
N 0.474 0.272 -0.382
O -0.579 0.438 0.307
O 1.319 -0.573 -0.164
O 0.736 1.159 -1.215
C -4.349 -1.215 0.268
C -4.889 -0.499 1.483
O -3.958 -0.407 2.532
O -3.208 -0.548 -0.238
H -5.206 -1.203 -0.405
H -4.018 -2.242 0.420
H -5.626 -1.234 1.805
H -5.391 0.447 1.280
H -4.426 -0.613 3.345
H -3.261 -0.690 -1.186
C 1.780 -3.545 -3.922
C 2.366 -2.977 -2.634
O 1.411 -2.737 -1.627
O 0.840 -2.629 -4.521
H 1.361 -4.549 -3.849
H 2.619 -3.683 -4.603
H 2.663 -1.943 -2.808
H 3.227 -3.562 -2.311
H 1.787 -1.994 -1.148
H 0.394 -3.101 -5.228
C -0.955 -1.674 3.305
C -0.439 -0.240 3.567
O -1.311 0.804 3.232
O -1.550 -1.747 2.035
H -1.667 -1.899 4.099
H -0.215 -2.471 3.377
H 0.467 0.044 3.032
H -0.229 -0.256 4.636
H -0.866 1.592 3.553
H -1.641 -2.659 1.748
C -0.469 5.074 -2.735
C -0.432 6.229 -1.768
O 0.899 6.499 -1.329
O -0.076 3.837 -2.076
H 0.251 5.259 -3.532
H -1.461 5.205 -3.169
H -1.041 6.129 -0.870
H -0.770 7.186 -2.164
H 1.132 5.858 -0.653
H -0.671 3.742 -1.329
C 3.691 -2.858 1.033
C 4.550 -1.618 0.624
O 5.703 -1.372 1.378
O 4.312 -4.048 0.577
H 2.676 -2.825 0.637
H 3.610 -2.885 2.119
H 3.976 -0.749 0.947
H 4.832 -1.604 -0.429
H 6.160 -2.214 1.431
H 5.271 -4.002 0.546

Values from the calculation:
Net charge: +2
Lowest unoccupied orbital energy (alpha / beta) in eV: -5.9 / -10.2
Energy relative to the best compared isomer or geometry (same formula, charge and spin) in eV: 4.5279
2S+1: 9
Expectation value of S²: 20.061
DFT total energy in eV: -115341.83207
Frontier orbital gap (alpha / beta) in eV: 8.168 / 2.711
E_HOMO (alpha / beta) in eV: -14.049 / -12.866

Löwdin population analysis, charges in e, atoms 1 to 6:
1. Fe 1.193
2. Fe 0.785
3. N -0.568
4. O 0.098
5. O 0.132
6. O -0.026